Formula: C11H34O6
Source: the OMol25 dataset
Level of theory: ωB97M-V/def2-TZVPD

Element x y z (Å)
O -0.420 -8.750 8.036
O 5.882 -5.589 -3.199
O 1.882 5.373 0.282
O -0.971 1.613 -7.314
O -5.079 5.105 -0.590
O -1.397 0.034 -0.144
C -1.974 0.991 -6.477
C 2.715 5.226 1.394
C -0.222 -1.988 0.475
C 0.958 -8.618 8.122
C 6.332 -4.687 -2.202
C 1.487 -7.813 6.847
C -1.577 -1.353 0.060
C -4.284 6.247 -0.269
C -3.077 0.594 -7.417
C 2.359 6.288 2.420
C -3.576 6.831 -1.597
H 3.722 5.296 0.985
H -3.408 6.053 -2.341
H -0.699 -8.978 8.925
H 1.263 4.639 0.288
H 1.375 -8.253 9.060
H 0.242 -1.452 1.302
H -2.607 7.281 -1.381
H -2.773 -0.207 -8.092
H -4.151 7.627 -2.070
H -0.316 -3.017 0.824
H -3.985 0.215 -6.949
H 3.154 6.301 3.165
H 1.414 6.133 2.941
H 5.730 -4.664 -1.294
H -1.133 2.545 -7.148
H -2.189 0.569 -0.230
H 2.528 -7.501 6.932
H -1.549 0.127 -5.966
H -2.424 1.753 -5.840
H -3.314 1.415 -8.093
H 0.992 -6.853 6.704
H -4.840 7.011 0.275
H 1.432 -9.599 8.147
H 5.290 -6.141 -2.683
H -3.475 5.936 0.392
H 7.334 -5.034 -1.951
H 1.470 -8.610 6.103
H 6.465 -3.709 -2.667
H -2.419 -1.441 0.747
H 2.312 7.293 2.001
H 0.512 -1.994 -0.331
H -1.906 -1.860 -0.846
H 2.752 4.200 1.761
H -5.835 5.413 -1.095

Energy = -890.79319 Ha
2S+1 = 1
HOMO level = -0.3748 Eh
ΔE to the lowest compared entry with this formula, charge and spin = 369.5 kJ/mol
Frontier orbital gap = 10.60 eV
SMILES string = CCO.CCO.CCO.CCO.CCO.CO

Löwdin atomic charges, in units of e:
1 O -0.0637
2 O -0.1219
3 O -0.0770
4 O -0.0919
5 O -0.0937
6 O -0.0917
7 C -0.3021
8 C -0.3452
9 C -0.0791
10 C -0.3449
11 C -0.1713
12 C -0.0630
13 C -0.3148
14 C -0.2777
15 C -0.1151
16 C -0.0876
17 C -0.0743
18 H 0.1061
19 H 0.0620
20 H 0.0856
21 H 0.0828
22 H 0.0986
23 H 0.0665
24 H 0.0564
25 H 0.0719
26 H 0.0536
27 H 0.0665
28 H 0.0710
29 H 0.0671
30 H 0.0703
31 H 0.0790
32 H 0.0728
33 H 0.0813
34 H 0.0577
35 H 0.1119
36 H 0.1073
37 H 0.0744
38 H 0.0680
39 H 0.0987
40 H 0.0954
41 H 0.0666
42 H 0.0977
43 H 0.0711
44 H 0.0663
45 H 0.0765
46 H 0.1047
47 H 0.0732
48 H 0.0691
49 H 0.0975
50 H 0.1102
51 H 0.0772